No. 1
DFT (the ωB97M-V functional and the def2-TZVPD basis) results for a cluster of 2 separate species, C5H13N in total.

Positions of all 19 atoms, in Å:
C -0.38338 1.08830 1.49718
C -1.01069 -0.20780 1.99759
N -1.03548 1.50157 0.26545
H -0.90285 0.79937 -0.45556
H -0.64225 2.37426 -0.06898
H -0.54744 1.88152 2.23496
H 0.70871 0.95295 1.39626
H -0.78753 -1.02278 1.30171
H -0.62050 -0.46559 2.98577
H -2.07550 -0.09535 2.07239
C 1.78943 -0.60584 -0.92182
C 0.64065 -0.40415 -1.85385
C -0.41050 -1.19972 -1.93263
H 0.73049 0.44780 -2.51632
H 2.68327 -0.86486 -1.49211
H 1.58814 -1.40678 -0.21637
H 2.01026 0.30953 -0.37670
H -0.51953 -2.05918 -1.29059
H -1.21530 -1.02325 -2.62637

Properties
LUMO energy	1.14	eV

These are the Mulliken partial charges, in e, on atoms 1 to 8: number 1, C, carries -0.08; number 2, C, carries -1.08; number 3, N, carries -0.67; number 4, H, carries 0.23; number 5, H, carries 0.24; number 6, H, carries 0.39; number 7, H, carries 0.11; number 8, H, carries 0.21

=====

No. 2
DFT (the ωB97M-V functional and the def2-TZVPD basis) results for an isolated molecule of C5H13N.

Positions of all 19 atoms, in Å:
C 0.58676 1.46436 -2.11060
N -0.23717 0.39194 -1.44053
C -1.20349 -0.63540 2.19166
C -1.11725 -0.68975 0.56576
C -0.02839 0.17656 0.02626
C 1.28048 -0.58217 0.32073
H 0.52766 1.20238 -3.22031
H 1.65075 1.55684 -1.94129
H 0.14171 2.50197 -2.07698
H -0.04502 -0.54497 -1.93623
H -0.26568 -1.17780 2.51957
H -2.00609 -1.16572 2.58570
H -1.23844 0.38476 2.50329
H -0.97061 -1.59221 0.22325
H -2.06680 -0.34583 0.28021
H 0.09918 1.22729 0.46847
H 2.07010 0.09846 -0.02317
H 1.43518 -0.77530 1.35076
H 1.38712 -1.49540 -0.28654

Properties
LUMO energy	1.17	eV

These are the Mulliken partial charges, in e, on atoms 1 to 8: number 1, C, carries -0.84; number 2, N, carries -0.41; number 3, C, carries -1.08; number 4, C, carries -0.97; number 5, C, carries 0.32; number 6, C, carries -1.38; number 7, H, carries 0.31; number 8, H, carries 0.32

=====

No. 3
DFT (the ωB97M-V functional and the def2-TZVPD basis) results for a structure of composition C5H13N2.

Positions of all 20 atoms, in Å:
C 2.02770 -0.12812 0.87990
C 1.81071 2.19511 0.47932
N 1.25582 0.97955 0.35073
H 1.74987 -0.32014 1.92943
H 3.10968 0.03991 0.83524
H 1.85387 -1.03434 0.28524
H 1.20743 3.10211 0.34978
H 2.84143 2.37221 0.75381
C -1.42123 -1.75056 0.58865
C -1.33879 -0.80269 -0.56884
C -1.29370 -1.09367 -1.86734
N -1.19194 0.58585 -0.19427
H -1.54796 -2.74226 0.14811
H -0.49062 -1.76517 1.16654
H -2.26000 -1.56483 1.25707
H -1.28898 -0.30398 -2.60349
H -1.44361 -2.12921 -2.14454
H -1.83195 0.83459 0.55913
H -1.38504 1.25864 -0.92636
H -0.05975 0.75574 0.22718

Properties
multiplicity	2
LUMO energy (alpha / beta)	0.52 / 0.52	eV
<S²>	0.753

These are the Mulliken partial charges, in e, on atoms 1 to 8: number 1, C, carries -1.03; number 2, C, carries -0.76; number 3, N, carries -0.27; number 4, H, carries 0.26; number 5, H, carries 0.35; number 6, H, carries 0.27; number 7, H, carries 0.21; number 8, H, carries 0.26

=====

No. 4
DFT (the ωB97M-V functional and the def2-TZVPD basis) results for an isolated molecule of C5H13N2.

Positions of all 20 atoms, in Å:
C 0.36194 -2.16392 0.34121
C 0.97137 -0.79220 0.20336
C 0.34084 0.25763 1.07882
C -0.95088 0.83696 0.58502
C -0.91575 1.54419 -0.56126
N -2.00230 1.94385 -1.54500
N 2.39601 -0.71511 0.44486
H 0.50135 -2.43392 1.34416
H 1.06512 -2.81104 -0.38051
H -0.75487 -2.24839 0.17066
H 0.81337 -0.50848 -0.87061
H 1.11016 1.01900 1.10413
H 0.19241 -0.13234 2.12161
H -1.80025 0.53799 1.18338
H -0.03701 1.96912 -0.99803
H -2.18241 1.27669 -2.23617
H -1.69486 2.88615 -1.98318
H -2.96430 2.03838 -1.20928
H 2.58655 -1.21393 1.35896
H 2.96351 -1.29062 -0.15211

Properties
multiplicity	2
LUMO energy (alpha / beta)	0.90 / 0.90	eV
<S²>	0.751

These are the Mulliken partial charges, in e, on atoms 1 to 8: number 1, C, carries -1.35; number 2, C, carries 0.34; number 3, C, carries -0.81; number 4, C, carries -0.42; number 5, C, carries -1.42; number 6, N, carries -1.44; number 7, N, carries -0.69; number 8, H, carries 0.35

=====

Number 1: E_tot -6885.1275 eV. Number 2: E_tot -6884.6293 eV. Number 3: E_tot -8372.2521 eV. Number 4: E_tot -8371.1381 eV.